1.
# C33H32BaNO3

A molecular structure, C33H32BaNO3 (wB97M-V/def2-TZVPD, the OMol25 dataset).

Cartesian coordinates (Å):
C 0.4121 -1.2646 0.2364
C -0.8773 -1.7139 -0.1274
C -0.7723 -2.3826 -1.3768
H -1.7587 -1.6199 0.5058
C 0.5949 -2.3677 -1.7635
C 1.3294 -1.6789 -0.7581
H 2.4108 -1.5482 -0.6946
H 0.6632 -0.7617 1.1652
H -1.5869 -2.8984 -1.8949
H 1.0236 -2.8823 -2.6297
C -0.9384 3.1383 -0.8533
C -0.6898 2.4003 0.3396
C 0.6919 2.0969 0.4001
H -1.3986 2.1419 1.1170
C 1.3150 2.6544 -0.7492
C 0.3132 3.3415 -1.5032
H 0.4878 3.9891 -2.3678
H -1.9097 3.5280 -1.1649
H 1.1771 1.5804 1.2221
H 2.3837 2.6156 -0.9547
Ba -0.3567 0.4889 -2.3037
O -0.3835 0.2222 -4.9945
C -1.5051 -0.4747 -5.6155
C -0.1873 -0.5766 -6.3278
H -1.8267 -1.3615 -5.0545
H -2.2639 0.1456 -6.1126
H 0.3623 -1.5206 -6.2325
H 0.8593 -1.5081 -8.6163
C 0.5662 -0.4562 -8.7084
C 0.0484 0.1919 -7.5552
C -0.3333 1.5450 -7.6470
H -0.7226 2.0470 -6.7573
C -0.1837 2.2332 -8.8518
H -0.4583 3.2894 -8.8857
C 0.3122 1.5830 -9.9913
H 0.4142 2.1314 -10.9297
C 0.6781 0.2277 -9.9175
H 1.0555 -0.2897 -10.8042
C 3.5143 0.6481 4.0825
C 2.6031 -0.5246 3.8301
C 3.0309 -1.5461 2.9802
C 2.2308 -2.6674 2.7457
C 0.9687 -2.7244 3.3116
C 0.4944 -1.6771 4.1267
N -0.7803 -1.8773 4.6405
C -1.7500 -1.0141 5.1425
C -2.6063 -1.5194 6.1415
C -3.5434 -0.6863 6.7386
C -3.6773 0.6382 6.2899
C -2.8840 1.1141 5.2351
C -1.9287 0.2851 4.6456
C -1.1627 0.6728 3.3843
O -0.4170 1.6968 3.4273
O -1.3833 -0.0820 2.3935
C 1.3590 -0.6094 4.4810
C 1.0509 0.3768 5.5596
H 3.0392 1.5973 3.8011
H 3.7937 0.7228 5.1416
H 4.4446 0.5611 3.5093
H 4.0210 -1.4790 2.5220
H 2.5855 -3.4950 2.1302
H 0.3174 -3.5848 3.1270
H -1.0918 -2.8434 4.6236
H -2.4944 -2.5629 6.4540
H -4.1712 -1.0687 7.5473
H -4.4213 1.2879 6.7591
H -3.0111 2.1306 4.8559
H 1.9111 0.4978 6.2300
H 0.1961 0.0853 6.1718
H 0.8161 1.3606 5.1286

Cartesian forces (eV/Å) of the 6 atoms listed first:
0.0 -0.2 -0.2
0.1 0.2 -0.2
-0.1 -0.1 -0.1
0.3 0.1 -0.2
0.2 -0.1 -0.4
-0.4 0.2 -0.1

Values from the calculation:
LUMO energy: 1.50 eV
HOMO: -3.83 eV
orbital gap: 5.329 eV
net charge: -1

***

2.
# C33H32Br2GeN4OPt

A molecular structure, C33H32Br2GeN4OPt (wB97M-V/def2-TZVPD, the OMol25 dataset).

Cartesian coordinates (Å):
Pt 0.8621 0.1909 0.9088
Br 4.1845 -2.2232 -2.9813
C 4.8632 -1.7074 -1.2720
C 6.1858 -2.0028 -0.9674
C 6.7170 -1.6743 0.2541
Br 8.5467 -2.1336 0.6010
C 5.9405 -1.0144 1.2353
C 6.3916 -0.6505 2.5184
C 5.5340 -0.0189 3.3816
C 4.2292 0.2720 2.9582
N 3.7889 -0.0376 1.7645
C 4.5895 -0.6870 0.9115
C 3.9624 -1.0598 -0.3836
O 2.7678 -0.8291 -0.6354
H 6.7986 -2.5077 -1.7023
H 7.4064 -0.8819 2.8148
H 5.8637 0.2579 4.3767
H 3.5182 0.7772 3.6084
C 1.8120 3.4688 1.0534
N 0.8136 3.6496 0.0039
C -0.5039 3.9402 0.5652
C 0.8183 2.6707 -0.9953
N 1.4350 1.5708 -0.8260
N 0.0726 3.0099 -2.1240
C -0.1205 1.9707 -3.1098
C 0.1800 4.3433 -2.6722
H 1.8282 4.3788 1.6600
H 2.7906 3.3100 0.6014
H 1.5922 2.5978 1.6808
H -0.7912 3.1685 1.2921
H -1.2533 3.9723 -0.2242
H -0.4743 4.9091 1.0718
H 1.5227 0.9542 -1.6237
H -0.4156 1.0468 -2.6149
H 0.7831 1.7863 -3.7119
H -0.9290 2.2682 -3.7782
H 0.4450 5.0411 -1.8824
H -0.7747 4.6441 -3.1124
H 0.9483 4.3950 -3.4590
C -0.5611 0.2867 2.0448
Ge -1.7182 -0.8512 0.8819
C -3.4684 -1.2148 1.8465
C -3.5387 -0.9535 3.2168
C -4.7195 -1.1306 3.9331
C -5.8705 -1.5638 3.2836
C -5.8286 -1.8136 1.9171
C -4.6398 -1.6396 1.2134
C -2.5133 0.1170 -0.6879
C -2.6451 -0.4628 -1.9539
C -3.2418 0.2199 -3.0104
C -3.7073 1.5167 -2.8305
C -3.5745 2.1170 -1.5835
C -2.9952 1.4199 -0.5295
C -1.3578 -2.6737 0.0962
C -0.2309 -2.8251 -0.7183
C 0.0812 -4.0445 -1.3062
C -0.7197 -5.1580 -1.0694
C -1.8288 -5.0349 -0.2435
C -2.1443 -3.8035 0.3278
H -2.6469 -0.5808 3.7135
H -4.7450 -0.9223 4.9982
H -6.7950 -1.6976 3.8358
H -6.7248 -2.1409 1.3987
H -4.6259 -1.8340 0.1441
H -2.2790 -1.4722 -2.1140
H -3.3362 -0.2596 -3.9795
H -4.1662 2.0554 -3.6528
H -3.9306 3.1313 -1.4316
H -2.9105 1.8921 0.4444
H 0.4299 -1.9712 -0.8551
H 0.9635 -4.1267 -1.9320
H -0.4718 -6.1168 -1.5124
H -2.4515 -5.9006 -0.0385
H -3.0169 -3.7298 0.9672

Cartesian forces (eV/Å) of the 6 atoms listed first:
0.0 0.4 0.0
0.0 0.0 0.1
0.0 0.0 -0.1
0.0 0.0 0.0
0.1 0.0 0.0
0.0 0.0 0.0

Values from the calculation:
LUMO energy: 3.96 eV
HOMO: -0.05 eV
orbital gap: 4.008 eV
net charge: -2

***

3.
# C33H32ClN3O5

A single C33H32ClN3O5 molecule (wB97M-V/def2-TZVPD, the OMol25 dataset).

Cartesian coordinates (Å):
C -1.1825 -6.4659 -0.6792
H -1.2045 -7.5365 -0.8766
O 0.1684 -6.0863 -0.7894
C 0.4953 -4.7829 -0.5918
C 1.8485 -4.4662 -0.7187
C 2.2802 -3.1715 -0.5407
C 1.3848 -2.1541 -0.2249
C 0.0415 -2.4760 -0.0983
C -0.4058 -3.7710 -0.2808
H -1.4591 -3.9758 -0.1758
H -0.6853 -1.7157 0.1432
C 1.9103 -0.7622 -0.0225
N 1.2174 0.2720 -0.7804
C 0.0644 0.1263 -1.4943
O -0.2187 -0.7412 -2.2736
N -0.7427 1.2547 -1.2088
C -0.1497 2.0969 -0.3075
O -0.6301 3.0851 0.1816
C 1.2737 1.5609 -0.1226
C 1.7555 1.2946 1.3194
C 1.8370 -0.2229 1.4349
C 0.5772 -0.5901 2.2104
O 0.2618 -1.6995 2.5520
N -0.1011 0.5728 2.5313
C 0.6919 1.6928 2.3320
O 0.6099 2.7514 2.8833
C -1.4190 0.5578 3.2061
C -1.2359 0.0398 4.6330
H -0.5506 0.6846 5.1791
H -0.8378 -0.9715 4.6213
H -2.1928 0.0342 5.1473
C -2.0232 1.9611 3.2182
H -2.0133 2.3990 2.2224
H -1.4781 2.6225 3.8836
H -3.0536 1.8960 3.5583
C -2.3438 -0.3624 2.4018
H -2.4424 0.0031 1.3802
H -3.3299 -0.3681 2.8578
H -1.9666 -1.3807 2.3864
H 2.6991 -0.5791 2.0013
H 2.6915 1.8146 1.5173
C 2.1915 2.5522 -0.8813
C 3.6073 2.0622 -0.9618
C 4.5820 2.5435 -0.0962
C 5.8783 2.0617 -0.1474
C 6.2044 1.0865 -1.0756
C 5.2497 0.6020 -1.9567
C 3.9590 1.0937 -1.8965
H 3.2149 0.7174 -2.5826
H 5.5161 -0.1497 -2.6828
Cl 7.8195 0.4744 -1.1424
H 6.6310 2.4412 0.5253
H 4.3349 3.3167 0.6171
H 2.1350 3.5096 -0.3607
H 1.7898 2.6805 -1.8897
C -2.0597 1.4171 -1.7093
C -2.5038 2.6788 -2.0827
C -3.7934 2.8367 -2.5508
C -4.6546 1.7509 -2.6644
C -4.1916 0.4965 -2.2902
C -2.9071 0.3225 -1.8090
H -2.5609 -0.6597 -1.5293
H -4.8450 -0.3601 -2.3699
C -6.0415 1.9365 -3.1980
H -6.4980 2.8317 -2.7809
H -6.0105 2.0521 -4.2816
H -6.6673 1.0789 -2.9651
H -4.1361 3.8202 -2.8370
H -1.8466 3.5292 -1.9953
H 2.9674 -0.7389 -0.3217
H 3.3311 -2.9436 -0.6473
H 2.5406 -5.2565 -0.9619
H -1.5721 -6.2755 0.3260
H -1.8057 -5.9494 -1.4161

Cartesian forces (eV/Å) of the 6 atoms listed first:
-0.2 -0.1 0.0
-0.1 0.1 0.0
0.3 0.1 0.0
0.3 0.2 0.0
-0.2 -0.3 0.0
-0.2 0.1 0.1

Values from the calculation:
LUMO energy: 0.57 eV
SMILES: COc1ccc([C@@H]2[C@@H]3C(=O)N(C(C)(C)C)C(=O)[C@@H]3[C@]3(Cc4ccc(Cl)cc4)C(=O)N(c4ccc(C)cc4)C(=O)N23)cc1
HOMO: -8.37 eV
orbital gap: 8.936 eV

***

4.
# C33H32ErI2N3O5S2

A molecular structure, C33H32ErI2N3O5S2 (wB97M-V/def2-TZVPD, the OMol25 dataset).

Cartesian coordinates (Å):
Er 0.5071 0.1114 1.1629
C 1.5713 2.3034 -2.8092
C 0.5992 1.1677 -2.8846
N -0.6284 1.4421 -2.6931
N -1.5508 0.4269 -2.8446
C -2.1652 -0.0353 -1.8413
S -2.0382 0.1743 -0.0762
S -3.4753 -1.1961 -2.2065
C -4.8369 -0.1600 -1.6365
C -4.9710 1.1274 -2.3948
C -5.5515 1.1808 -3.6578
C -5.6016 2.3728 -4.3588
C -5.0550 3.5283 -3.8125
C -4.4684 3.4852 -2.5584
C -4.4352 2.2907 -1.8523
C 1.1425 -0.1995 -3.0888
C 1.5582 -0.6276 -4.3406
C 2.0602 -1.9064 -4.5320
C 2.1524 -2.7555 -3.4318
C 1.7641 -2.3372 -2.1730
C 1.2549 -1.0437 -1.9699
O 0.9222 -0.5995 -0.7836
H 1.0470 3.2569 -2.7911
H 2.1611 2.2126 -1.8940
H 2.2719 2.2672 -3.6454
H -5.7252 -0.7861 -1.7335
H -4.6811 0.0507 -0.5776
H -5.9518 0.2749 -4.0979
H -6.0547 2.4007 -5.3417
H -5.0796 4.4563 -4.3695
H -4.0193 4.3698 -2.1308
H -3.9716 2.2503 -0.8709
H 1.4708 0.0512 -5.1825
H 2.3691 -2.2359 -5.5146
H 2.5397 -3.7603 -3.5553
H 1.8521 -2.9926 -1.3153
C 3.0198 -0.3219 1.9483
C 3.2136 0.6684 0.9604
C 2.5843 1.8552 1.3866
C 1.9926 1.6008 2.6571
C 2.2681 0.2554 3.0075
C 1.9247 -0.3671 4.3305
C 1.3028 2.6062 3.5357
C 2.7335 3.2204 0.7830
C 4.0454 0.4668 -0.2710
C 3.6033 -1.7034 1.9078
H 1.8610 -1.4556 4.2698
H 0.9596 -0.0098 4.6959
H 2.6698 -0.1233 5.0957
H 0.2501 2.3624 3.7024
H 1.3343 3.6010 3.0888
H 1.7797 2.6691 4.5184
H 1.8104 3.6644 0.4154
H 3.4329 3.2015 -0.0551
H 3.1336 3.9259 1.5163
H 3.5815 -0.2206 -0.9845
H 5.0270 0.0496 -0.0232
H 4.2167 1.4072 -0.7968
H 3.1882 -2.3240 1.1078
H 3.4362 -2.2353 2.8444
H 4.6838 -1.6649 1.7369
O -0.7265 -6.7118 3.6928
C -1.4191 -5.7105 3.9676
O -2.3314 -5.5842 4.8041
C -0.9798 -4.4027 3.2652
C -0.0251 -4.4352 2.2555
C 0.3599 -3.2564 1.6443
N -0.1367 -2.0697 1.9984
C -1.0600 -2.0221 2.9750
C -1.5090 -3.1636 3.6139
C -1.5749 -0.6307 3.3533
O -2.4327 -0.5025 4.2013
O -0.9922 0.3203 2.6902
H 0.3996 -5.3885 1.9751
H 1.0891 -3.2424 0.8423
H -2.2616 -3.0952 4.3860
I -1.1213 2.5736 0.2546
I -0.3145 5.6279 0.5058

Cartesian forces (eV/Å) of the 6 atoms listed first:
1.1 -0.1 -0.4
0.0 0.0 0.1
0.0 0.1 0.1
-0.1 -0.5 -0.3
0.3 0.5 0.2
0.0 -0.3 0.0

Values from the calculation:
multiplicity: 4
LUMO energy (alpha / beta): 3.24 / 3.24 eV
HOMO (alpha / beta): -3.32 / -3.33 eV
<S²>: 3.7524
orbital gap (alpha / beta): 6.561 / 6.575 eV
net charge: -2

***

5.
# C33H32MnN6O8S

A molecular structure, C33H32MnN6O8S (wB97M-V/def2-TZVPD, the OMol25 dataset).

Cartesian coordinates (Å):
Mn -1.2661 -0.4090 -0.8597
O -0.8833 1.6648 -4.6135
C -0.8896 0.8120 -3.5937
O -1.5209 1.0496 -2.5819
C -0.1477 -0.4340 -3.7579
C 0.6425 -0.7697 -4.8528
C 1.2144 -2.0230 -4.8770
C 0.9856 -2.9033 -3.8239
C 0.2004 -2.4781 -2.7603
N -0.3473 -1.2768 -2.7433
C -0.2285 -3.2959 -1.5555
O 0.0078 -4.6448 -1.6122
O -1.2338 -2.9349 -0.9530
H -1.3747 2.4554 -4.3461
H 0.7770 -0.0522 -5.6486
H 1.8309 -2.3342 -5.7087
H 1.3967 -3.9022 -3.8797
H 0.7129 -4.8544 -2.2336
O -0.7627 -2.4566 2.6320
C -0.2344 -2.0125 1.6130
O -0.6895 -1.0340 0.9365
C 1.1705 -2.5305 1.2845
C 2.0252 -2.6696 2.3746
C 3.3488 -3.0161 2.1784
C 3.8028 -3.1893 0.8839
C 2.8923 -3.0613 -0.1427
N 1.6079 -2.7811 0.0544
H 1.6223 -2.5214 3.3654
H 4.0101 -3.1556 3.0227
H 4.8356 -3.4207 0.6693
H 3.2031 -3.1974 -1.1698
O 3.1789 -0.5687 -1.1131
C 2.4272 0.2956 -0.6942
N 2.8478 1.4211 -0.0105
C 1.7706 2.3791 0.1236
C 0.6026 1.4393 -0.2525
O -0.6062 1.6801 -0.1163
N 1.0530 0.3152 -0.7807
C 1.6424 2.9939 1.5119
C 0.4068 3.4334 1.9807
C 0.2972 4.0255 3.2289
C 1.4219 4.2018 4.0198
C 2.6546 3.7752 3.5546
C 2.7658 3.1715 2.3112
C 1.8609 3.4981 -0.9246
C 0.7077 4.0853 -1.4369
C 0.7938 5.0673 -2.4123
C 2.0291 5.4746 -2.8919
C 3.1817 4.9126 -2.3671
C 3.0974 3.9345 -1.3881
H 3.8180 1.6772 -0.0282
H -0.4733 3.2822 1.3772
H -0.6743 4.3470 3.5806
H 1.3375 4.6695 4.9918
H 3.5397 3.9113 4.1622
H 3.7366 2.8362 1.9699
H -0.2605 3.7562 -1.0854
H -0.1124 5.5105 -2.8052
H 2.0933 6.2273 -3.6665
H 4.1528 5.2285 -2.7254
H 4.0141 3.5166 -0.9943
C -4.8383 -4.3011 2.4454
C -3.5230 -4.1832 1.6766
N -3.6266 -3.2154 0.5920
C -3.5459 -1.8926 0.7113
S -3.7166 -0.9629 -0.7333
N -3.4827 -1.3364 1.9220
C -3.4004 0.1045 2.1332
C -4.7935 0.7247 2.1550
H -4.7184 -5.0012 3.2716
H -5.6306 -4.6648 1.7922
H -5.1394 -3.3344 2.8460
H -3.2705 -5.1422 1.2264
H -2.7111 -3.9102 2.3504
H -3.4665 -3.5520 -0.3427
H -3.0546 -1.9127 2.6370
H -2.8018 0.5615 1.3412
H -2.8902 0.2681 3.0815
H -5.2879 0.5441 1.2029
H -4.7236 1.7998 2.3178
H -5.3916 0.2851 2.9536

Cartesian forces (eV/Å) of the 6 atoms listed first:
1.5 0.7 0.3
0.5 -0.3 -0.3
-0.9 1.1 0.6
0.0 -0.6 0.0
0.5 -1.3 -0.2
-0.3 0.5 0.2

Values from the calculation:
multiplicity: 2
LUMO energy (alpha / beta): -0.85 / -0.85 eV
HOMO (alpha / beta): -7.97 / -7.85 eV
<S²>: 0.8174
orbital gap (alpha / beta): 7.113 / 6.995 eV

***

6.
# C33H32N5O3PReS6

A molecular structure, C33H32N5O3PReS6 (wB97M-V/def2-TZVPD, the OMol25 dataset).

Cartesian coordinates (Å):
Re 0.2982 -0.9139 1.2996
C 1.0152 -3.4625 3.5259
C 0.8862 -4.1522 2.1827
S -0.1175 -3.3204 0.8951
C -1.8558 -3.5338 1.4345
C -2.3069 -2.6948 2.6121
S -1.8552 -0.9169 2.4276
C -1.3462 -0.4384 4.1174
C -0.1456 -1.1611 4.7002
S 1.1499 -1.6142 3.4825
H 1.9364 -3.7985 4.0064
H 0.1849 -3.7224 4.1786
H 0.4604 -5.1481 2.3145
H 1.8600 -4.2533 1.7030
H -1.9885 -4.5936 1.6509
H -2.4380 -3.2891 0.5427
H -1.9064 -3.0522 3.5593
H -3.3966 -2.7144 2.6613
H -2.2173 -0.5591 4.7617
H -1.1306 0.6258 4.0073
H -0.4257 -2.0698 5.2314
H 0.3590 -0.5041 5.4089
O -6.6954 -3.7613 -5.4443
S -5.8027 -3.8087 -4.3357
O -6.1422 -3.0914 -3.1445
O -4.9168 -4.9444 -4.1792
C -4.2804 -2.8180 -4.9701
N -3.9430 -2.9273 -6.2112
C -2.7753 -2.3952 -6.5466
C -1.9770 -1.7669 -5.5910
C -2.4567 -1.7176 -4.2819
N -3.6416 -2.2773 -3.9886
C -1.7634 -1.1792 -3.1056
C -0.3840 -0.9933 -2.9969
C 0.1664 -0.7117 -1.7606
N -0.5489 -0.6378 -0.6300
C -1.8848 -0.6755 -0.7640
C -2.5198 -0.9315 -1.9578
H -2.4757 -2.4901 -7.5809
H -1.0245 -1.3483 -5.8675
H 0.2698 -1.1055 -3.8461
H 1.2337 -0.5640 -1.6698
H -2.4830 -0.5255 0.1252
H -3.5957 -0.9799 -2.0021
N 7.6675 -1.4399 0.3180
C 6.5269 -1.3747 0.3753
C 5.1163 -1.2545 0.4720
C 4.2357 -2.1135 -0.1880
C 2.8755 -1.9206 -0.0408
N 2.3420 -0.9429 0.7090
C 3.1973 -0.1091 1.3237
C 4.5663 -0.2278 1.2428
H 4.6082 -2.9173 -0.8023
H 2.1750 -2.5798 -0.5405
H 2.7609 0.6860 1.9154
H 5.2012 0.4606 1.7763
S -1.7497 2.3028 -0.6512
P -0.1230 2.7645 0.3969
S 0.3699 1.4107 1.8901
C -0.4041 4.3190 1.2919
C -0.6397 5.4239 0.4785
C -0.8742 6.6526 1.0613
C -0.8743 6.7732 2.4431
C -0.6454 5.6662 3.2466
C -0.4141 4.4276 2.6737
C 1.3534 3.1085 -0.6092
C 1.1862 3.4305 -1.9498
C 2.2447 3.9835 -2.6495
C 3.4607 4.1950 -2.0176
C 3.6376 3.8220 -0.6919
C 2.5809 3.2855 0.0214
H -0.6401 5.3144 -0.5992
H -1.0619 7.5120 0.4354
H -1.0633 7.7324 2.8967
H -0.6521 5.7606 4.3215
H -0.2355 3.5597 3.2932
H 0.2257 3.2714 -2.4224
H 2.1075 4.2736 -3.6801
H 4.2710 4.6627 -2.5557
H 4.5891 3.9811 -0.2066
H 2.6986 3.0372 1.0678

Cartesian forces (eV/Å) of the 6 atoms listed first:
-0.3 1.0 0.6
0.2 0.2 0.1
-0.1 0.2 -0.3
0.0 -0.1 0.3
0.2 0.1 -0.1
0.0 0.4 0.1

Values from the calculation:
multiplicity: 4
LUMO energy (alpha / beta): -6.18 / -7.94 eV
HOMO (alpha / beta): -12.83 / -12.82 eV
<S²>: 3.7734
orbital gap (alpha / beta): 6.649 / 4.877 eV
net charge: +2

***

Listing max |F| for the structures above in their given order: 2.98, 0.50, 0.77, 1.21, 3.19, 1.90 eV/A.